{"formula": "C18H12F5MoN4O2", "method": "ωB97M-V/def2-TZVPD", "species": ["N", "C", "Mo", "H", "H", "C", "F", "C", "F", "C", "H", "N", "H", "C", "C", "N", "C", "F", "F", "O", "C", "C", "H", "C", "N", "O", "H", "H", "C", "F", "H", "H", "C", "H", "C", "H", "C", "H", "C", "C", "C", "C"], "positions_angstrom": [[0.83180, 0.85917, 1.52935], [-4.05696, -0.14038, -3.36152], [-0.43948, -0.90910, 1.33083], [2.69073, -4.57804, -0.38242], [0.01140, 1.42108, 3.40405], [-4.02998, 0.83303, -2.37244], [-4.86155, 0.00054, -4.40002], [1.35481, -3.02622, 0.23922], [-1.61320, -2.47596, -2.07999], [0.13717, 1.95715, 0.78827], [0.48329, -3.67004, 0.24821], [-3.27033, -0.11902, 4.10085], [0.03854, 1.68237, -0.25940], [2.59213, -3.53659, -0.10874], [-2.22715, -2.09508, 2.83253], [-3.70616, -3.80103, 1.60277], [0.99100, 1.28945, 2.95087], [-3.26742, -2.18298, -4.21413], [-4.80813, 1.90012, -2.46724], [-0.22056, -1.12568, 3.24046], [3.61710, -1.37057, 0.26592], [-2.39606, -1.40529, -2.17951], [4.50413, -0.74894, 0.27728], [-2.36612, -0.43206, -1.19183], [-0.86502, -2.27321, 2.76084], [-1.53419, -0.57990, -0.13468], [4.67973, -3.11943, -0.34651], [2.95222, 0.98656, 1.60113], [2.37935, -0.83789, 0.59849], [-3.14694, 1.61286, -0.33186], [1.54493, 0.53236, 3.49781], [-0.84901, 2.12065, 1.22084], [-2.81724, -1.01200, 3.52980], [2.25668, 1.20464, 0.00458], [-3.03758, -3.06084, 2.17726], [1.53624, 2.23386, 2.96470], [1.26098, -1.67444, 0.58368], [0.72539, 2.87130, 0.87747], [-3.18317, 0.68348, -1.28800], [2.19094, 0.61087, 0.91775], [3.71278, -2.70920, -0.08671], [-3.24079, -1.25912, -3.26671]], "forces_ev_per_a": [[0.001, -0.072, 0.002], [-0.006, 0.002, -0.002], [0.430, 0.398, -0.433], [0.013, 0.006, -0.002], [0.006, 0.022, 0.021], [0.014, 0.019, 0.040], [0.017, -0.004, 0.019], [0.193, 0.001, -0.057], [0.022, 0.036, 0.072], [0.043, -0.137, 0.086], [-0.019, 0.016, 0.014], [0.016, 0.025, -0.109], [-0.016, 0.030, -0.019], [-0.063, -0.023, -0.002], [0.019, -0.406, -0.047], [0.059, -0.001, -0.007], [0.042, -0.044, -0.138], [-0.009, 0.019, 0.014], [0.017, -0.023, 0.000], [-0.310, -0.179, -0.435], [-0.028, 0.048, -0.009], [-0.154, 0.024, -0.209], [-0.005, -0.003, -0.003], [0.132, 0.007, 0.416], [-0.277, 0.353, 0.290], [0.250, -0.145, 0.241], [-0.001, 0.001, 0.004], [0.028, -0.042, 0.002], [0.187, -0.105, -0.097], [0.050, -0.041, 0.026], [-0.008, -0.009, 0.021], [-0.014, 0.024, -0.006], [0.011, 0.020, 0.199], [0.035, -0.023, -0.013], [-0.094, -0.012, 0.047], [-0.009, 0.009, 0.042], [-0.271, 0.064, 0.186], [-0.024, 0.029, -0.026], [-0.156, 0.030, -0.185], [-0.174, 0.134, 0.039], [0.013, -0.018, -0.008], [0.041, -0.033, 0.024]], "mulliken_spin": [-0.059, 0.008, 1.475, 0.000, 0.005, -0.003, 0.001, -0.085, 0.001, 0.010, 0.001, 0.196, -0.003, 0.000, 0.355, 0.165, 0.010, 0.000, 0.000, -0.043, 0.009, 0.017, 0.000, -0.006, 0.001, 0.081, 0.000, -0.001, 0.031, -0.001, -0.002, 0.006, -0.060, -0.001, -0.031, 0.001, -0.067, 0.002, 0.008, -0.013, -0.004, -0.006], "e_above_lowest_kj_mol": 121.4, "homo_lumo_gap_ev": [6.68, 6.64], "spin_multiplicity": 3, "total_charge": 1, "e_tot_ha": -1629.73194, "homo_energy_ev": [-12.08, -12.56]}